P:
This record from the Open Molecules 2025 dataset describes C4HNO2 in the gas phase. The level of theory is wB97M-V/def2-TZVPD.

Last column: Löwdin charge in e.
Positions of all 8 atoms, in Å:
C  -1.1000  -1.3653  -0.2458  -0.21
C  -0.1845  -0.8532  -1.1440  -0.02
C  0.9936  1.1848  0.1257  0.03
C  0.7166  1.5312  1.3367  -0.21
N  -1.8515  -1.7149  0.5557  0.18
O  0.6316  0.2524  -0.8066  -0.06
O  0.7852  2.1499  2.3235  0.17
H  0.0090  -1.1849  -2.1452  0.12

Calculated values
* orbital gap (spin up / spin down): 0.2955 / 0.2836 Eh
* spin multiplicity: 1
* HOMO level (spin up / spin down): -9.845 / -9.717 eV

=====

Q:
This record from the Open Molecules 2025 dataset describes C4HNO2 in the gas phase. The level of theory is wB97M-V/def2-TZVPD.

Last column: Löwdin charge in e.
Positions of all 8 atoms, in Å:
C  1.0880  0.0544  -0.0117  -0.01
C  0.2323  1.0379  0.2172  -0.13
C  -1.3572  0.6502  0.1832  -0.01
C  -1.0540  -0.6408  -0.2512  -0.18
N  0.3415  -1.1530  -0.4094  0.01
O  -0.7422  1.8437  -0.0236  0.12
O  -0.6938  -1.7329  0.4264  0.08
H  2.1855  -0.0594  -0.1309  0.13

Calculated values
* orbital gap (spin up / spin down): 0.2911 / 0.2911 Eh
* spin multiplicity: 1
* HOMO level (spin up / spin down): -8.750 / -8.751 eV
* SMILES string: c1c2oc2c2on12

=====

R:
This record from the Open Molecules 2025 dataset describes C4HNO2 in the gas phase. The level of theory is wB97M-V/def2-TZVPD.

Last column: Löwdin charge in e.
Positions of all 8 atoms, in Å:
C  1.1915  0.0221  0.0882  0.04
C  0.4845  1.0950  -0.0567  -0.05
C  -1.5731  0.6591  0.2628  0.02
C  -1.1284  -0.5217  -0.1179  -0.39
N  0.2035  -0.9418  -0.7094  0.10
O  -0.5986  1.6611  -0.2964  0.04
O  -0.6423  -1.6203  0.2434  0.11
H  2.0629  -0.3536  0.5860  0.11

Calculated values
* orbital gap (spin up / spin down): 0.2589 / 0.2589 Eh
* spin multiplicity: 1
* HOMO level (spin up / spin down): -9.009 / -9.009 eV

=====

Most stable pick: P. Distance to second place: 0.1950 hartree.

=====

P:
This record from the Open Molecules 2025 dataset describes C3H3N3O in the gas phase. The level of theory is wB97M-V/def2-TZVPD.

Last column: Löwdin charge in e.
Positions of all 10 atoms, in Å:
N  -2.3520  0.3482  -0.2381  0.17
C  -1.4074  -0.2465  -0.7380  -0.28
N  -0.4449  -0.8705  -1.1823  0.06
N  0.7227  -0.1121  -1.2695  0.04
O  0.5466  -1.3799  1.4592  0.07
C  1.0236  -0.3003  1.2143  -0.23
C  1.3011  0.2007  -0.1790  -0.12
H  -2.8964  0.9164  -0.8703  0.07
H  1.3532  0.3764  2.0227  0.11
H  2.1299  0.8919  -0.3132  0.10

Calculated values
* orbital gap: 0.3338 Eh
* spin multiplicity: 1
* HOMO level: -9.606 eV
* SMILES string: N=C=N/N=C\C=O

=====

Q:
This record from the Open Molecules 2025 dataset describes C3H3N3O in the gas phase. The level of theory is wB97M-V/def2-TZVPD.

Last column: Löwdin charge in e.
Positions of all 10 atoms, in Å:
O  -1.3708  -0.1576  -2.2579  0.18
C  -0.4816  0.3426  -1.6933  -0.32
N  -0.9596  -1.4831  1.2411  0.10
N  -0.4337  -0.6855  0.4466  -0.10
C  0.6222  0.1138  0.8865  -0.14
C  1.0280  0.9895  -0.0527  -0.11
N  0.4801  1.0274  -1.3279  0.12
H  -1.7268  -1.9200  0.7054  0.06
H  1.0360  0.0532  1.8886  0.11
H  1.7964  1.7285  0.1399  0.11

Calculated values
* orbital gap: 0.3338 Eh
* spin multiplicity: 1
* HOMO level: -9.419 eV
* SMILES string: [H]/N=N/C=C\N=C=O

=====

Most stable pick: Q. Distance to second place: 0.0397 hartree.

=====

P:
This record from the Open Molecules 2025 dataset describes a 2-piece molecular cluster, C3H3N3O overall. The level of theory is wB97M-V/def2-TZVPD.

Last column: Löwdin charge in e.
Positions of all 10 atoms, in Å:
C  -2.1092  1.1512  0.1275  -0.09
C  -0.9497  -1.3658  -0.1586  -0.37
C  1.5003  0.2488  0.0645  0.00
N  -2.4529  1.9981  -0.5581  0.00
N  -1.2929  -1.9708  -1.0882  0.21
N  -0.5537  -0.7734  0.9338  0.07
O  0.5834  -0.1439  1.0970  -0.12
H  1.4700  1.1688  -0.3018  0.03
H  1.2844  -0.5392  -0.7443  0.12
H  2.5204  0.2264  0.6283  0.14

Calculated values
* orbital gap (spin up / spin down): 0.2451 / 0.3334 Eh
* spin multiplicity: 1
* HOMO level (spin up / spin down): -10.440 / -11.731 eV

=====

Q:
This record from the Open Molecules 2025 dataset describes a 2-piece molecular cluster, C3H3N3O overall. The level of theory is wB97M-V/def2-TZVPD.

Last column: Löwdin charge in e.
Positions of all 10 atoms, in Å:
N  -0.6494  -0.7142  -1.9581  0.19
C  -0.7813  -0.1040  -0.9184  -0.18
N  2.2918  -0.7003  -0.6212  0.04
N  2.4693  0.0597  0.1560  0.06
O  0.1463  -0.9469  1.6807  -0.01
C  -0.4446  0.0960  1.4959  -0.33
C  -1.0065  0.5431  0.2174  -0.08
H  0.1532  -0.5105  -2.5500  0.08
H  -0.5855  0.8236  2.3193  0.12
H  -1.5933  1.4534  0.1785  0.10

Calculated values
* orbital gap: 0.3745 Eh
* spin multiplicity: 1
* HOMO level: -9.711 eV
* SMILES string: N=C=CC=O.N#N

=====

Most stable pick: Q. Distance to second place: 0.2832 hartree.

=====

P:
This record from the Open Molecules 2025 dataset describes C3H3N3O as an isolated structure. The level of theory is wB97M-V/def2-TZVPD.

Last column: Löwdin charge in e.
Positions of all 10 atoms, in Å:
O  0.5138  -0.8986  -1.1272  -0.09
C  0.9429  -0.4887  0.6674  -0.20
N  1.1594  0.8316  0.7028  0.05
N  -0.0674  1.4641  0.2208  0.09
C  -0.9506  0.6356  -0.1567  -0.05
C  -0.5641  -0.8999  -0.3540  -0.42
N  0.0015  -1.1634  1.0982  0.22
H  1.9532  1.2175  0.2063  0.14
H  -1.8921  1.0377  -0.5258  0.12
H  -1.4106  -1.5611  -0.5810  0.13

Calculated values
* orbital gap: 0.3343 Eh
* spin multiplicity: 1
* HOMO level: -9.674 eV

=====

Q:
This record from the Open Molecules 2025 dataset describes C3H3N3O as an isolated structure. The level of theory is wB97M-V/def2-TZVPD.

Last column: Löwdin charge in e.
Positions of all 10 atoms, in Å:
C  2.3480  -0.5714  -0.0573  -0.14
C  1.0750  1.7148  -0.0948  -0.17
C  0.6391  0.3188  0.0957  -0.54
N  3.2352  -1.3007  0.0830  0.05
N  1.3787  2.7964  -0.1627  0.20
N  -0.1470  -0.2210  -0.9194  0.10
O  0.1641  0.0618  1.3734  0.03
H  -0.4407  -1.2518  -0.7508  0.17
H  -0.0299  0.1359  -1.8963  0.14
H  1.0786  0.0057  1.8608  0.17

Calculated values
* orbital gap: 0.3960 Eh
* spin multiplicity: 1
* HOMO level: -11.007 eV

=====

Most stable pick: Q. Distance to second place: 0.1045 hartree.

=====

P:
This record from the Open Molecules 2025 dataset describes C3H3N3O in the gas phase. The level of theory is wB97M-V/def2-TZVPD.

Last column: Löwdin charge in e.
Positions of all 10 atoms, in Å:
C  1.3611  0.5112  2.8270  -0.19
C  -0.7623  1.4029  2.5081  -0.28
C  -0.7499  -0.0012  0.0257  -0.06
N  2.3212  0.4853  3.3824  0.20
N  -1.3962  2.3186  2.7513  0.20
N  0.1535  0.5445  2.1289  -0.08
O  -0.0475  -0.4849  1.1877  -0.09
H  -0.9874  1.0538  0.1682  0.07
H  -1.8478  -0.3421  -0.1215  0.11
H  -0.1647  -0.3792  -0.8741  0.11

Calculated values
* orbital gap: 0.3908 Eh
* spin multiplicity: 1
* HOMO level: -10.377 eV
* SMILES string: CON(C#N)C#N

=====

Q:
This record from the Open Molecules 2025 dataset describes C3H3N3O in the gas phase. The level of theory is wB97M-V/def2-TZVPD.

Last column: Löwdin charge in e.
Positions of all 10 atoms, in Å:
O  -1.2154  1.2295  -2.0483  0.12
C  -0.5368  1.1015  -1.0927  -0.26
N  -0.7333  0.1632  -0.0025  -0.08
C  -0.2330  -1.1091  -0.2428  -0.14
N  0.7052  -1.4151  0.5998  0.10
C  0.7752  -0.2898  1.3969  -0.20
N  -0.0610  0.6556  1.0986  0.07
H  0.3963  1.6420  -0.8923  0.14
H  -0.5940  -1.7531  -1.0396  0.14
H  1.5277  -0.1291  2.1570  0.11

Calculated values
* orbital gap: 0.4211 Eh
* spin multiplicity: 1
* HOMO level: -11.009 eV
* SMILES string: O=Cn1cncn1

=====

Most stable pick: Q. Distance to second place: 0.1252 hartree.

=====

P:
This record from the Open Molecules 2025 dataset describes C3H3N3O in the gas phase. The level of theory is wB97M-V/def2-TZVPD.

Last column: Löwdin charge in e.
Positions of all 10 atoms, in Å:
C  1.2882  0.2482  0.0227  -0.12
C  0.0494  -0.0631  0.0108  -0.42
C  -2.0717  0.1674  -0.0697  -0.16
H  3.1678  -0.1183  0.3444  0.20
H  1.4265  1.3657  -0.0268  0.16
H  -3.0388  0.4716  0.0288  0.07
N  -0.9441  0.9450  -0.0838  0.14
N  -1.7299  -1.1263  -0.0878  -0.01
N  -0.4968  -1.3278  0.0334  0.09
O  2.3493  -0.5622  -0.1721  0.04

Calculated values
* orbital gap: 0.3173 Eh
* spin multiplicity: 1
* HOMO level: -9.686 eV
* SMILES string: O/C=C1/N=CN=N1

=====

Q:
This record from the Open Molecules 2025 dataset describes a 2-piece molecular cluster, C3H3N3O overall. The level of theory is wB97M-V/def2-TZVPD.

Last column: Löwdin charge in e.
Positions of all 10 atoms, in Å:
N  -0.3400  -0.4909  1.8406  0.21
C  -0.6021  -0.4056  0.6755  -0.25
N  1.7920  -1.4570  0.2735  0.06
N  1.4504  -1.3455  -0.7690  0.07
O  0.6462  1.7986  -0.2888  0.03
C  -0.3595  1.3241  -0.7732  -0.30
C  -0.8025  -0.0703  -0.5809  -0.13
H  0.5305  -0.6209  2.3234  0.08
H  -1.0867  1.9355  -1.3251  0.11
H  -1.2282  -0.6680  -1.3759  0.10

Calculated values
* orbital gap: 0.3621 Eh
* spin multiplicity: 1
* HOMO level: -9.265 eV
* SMILES string: N=C=CC=O.N#N

=====

R:
This record from the Open Molecules 2025 dataset describes a 2-piece molecular cluster, C3H3N3O overall. The level of theory is wB97M-V/def2-TZVPD.

Last column: Löwdin charge in e.
Positions of all 10 atoms, in Å:
C  -0.4442  1.0755  -0.2721  -0.24
C  -1.7965  -0.9294  -0.3634  -0.14
C  -0.9578  -0.0380  0.3961  -0.37
N  -0.3597  2.0286  -0.9441  0.19
N  -2.4900  -1.6658  -0.9187  0.18
N  1.9478  -0.0271  -0.1883  0.15
O  -0.6752  -0.4561  1.5984  0.10
H  2.8452  -0.4382  -0.0710  -0.02
H  1.8552  0.3078  -1.1415  0.00
H  0.0751  0.1427  1.9046  0.16

Calculated values
* orbital gap (spin up / spin down): 0.3888 / 0.2668 Eh
* spin multiplicity: 1
* HOMO level (spin up / spin down): -12.070 / -8.859 eV

=====

S:
This record from the Open Molecules 2025 dataset describes C3H3N3O in the gas phase. The level of theory is wB97M-V/def2-TZVPD.

Last column: Löwdin charge in e.
Positions of all 10 atoms, in Å:
O  -2.1354  -0.2051  -1.5531  0.09
C  -1.0846  0.1219  -1.0856  -0.21
N  -0.5692  0.3701  1.2027  0.06
C  -0.4092  -0.5954  0.1098  -0.35
N  0.9915  -0.6872  -0.1749  0.11
C  1.5017  0.2031  0.5811  -0.16
N  0.5530  0.8682  1.4393  0.05
H  -0.4916  0.9880  -1.4424  0.13
H  -0.9046  -1.5471  0.3118  0.16
H  2.5485  0.4836  0.6114  0.11

Calculated values
* orbital gap: 0.3639 Eh
* spin multiplicity: 1
* HOMO level: -10.578 eV
* SMILES string: O=C[C@H]1N=CN=N1

=====

Most stable pick: Q. Distance to second place: 0.0250 hartree.

=====

P:
This record from the Open Molecules 2025 dataset describes H2N2O3 in the gas phase. The level of theory is wB97M-V/def2-TZVPD.

Last column: Löwdin charge in e.
Positions of all 7 atoms, in Å:
N  -0.3895  -1.4903  -0.2011  -0.16
N  -0.6226  -0.4187  0.4004  0.02
O  -1.0815  -2.4650  -0.1064  -0.03
O  1.5701  0.7361  0.5156  -0.06
O  0.2722  0.8121  0.0519  -0.14
H  -1.3767  0.1095  0.9852  0.21
H  2.0343  -0.0244  -0.0165  0.15

Calculated values
* orbital gap: 0.3851 Eh
* spin multiplicity: 1
* HOMO level: -9.766 eV
* SMILES string: O=NNOO

=====

Q:
This record from the Open Molecules 2025 dataset describes a 2-piece molecular cluster, H2N2O3 overall. The level of theory is wB97M-V/def2-TZVPD.

Last column: Löwdin charge in e.
Positions of all 7 atoms, in Å:
N  -1.5866  -0.9649  -0.2399  -0.35
N  -2.4068  -0.5296  -0.8340  0.22
O  -0.7759  -1.4685  0.3661  0.13
O  1.8137  0.4061  -0.0512  -0.09
O  0.6997  1.1768  0.3735  -0.10
H  0.2185  1.4291  -0.4161  0.08
H  2.0374  -0.0490  0.8017  0.11

Calculated values
* orbital gap: 0.4091 Eh
* spin multiplicity: 1
* HOMO level: -10.146 eV
* SMILES string: N#[N+][O-].OO

=====

R:
This record from the Open Molecules 2025 dataset describes a 2-piece molecular cluster, H2N2O3 overall. The level of theory is wB97M-V/def2-TZVPD.

Last column: Löwdin charge in e.
Positions of all 7 atoms, in Å:
N  1.1426  0.1897  0.1135  -0.03
N  0.4135  0.5221  -0.6914  -0.13
O  2.4886  0.2592  0.1520  -0.02
O  0.1703  1.3200  -1.5441  0.16
O  -1.3450  -0.7231  0.4586  -0.17
H  -2.1194  -1.4773  0.5861  0.17
H  -0.7507  -0.0905  0.9253  0.03

Calculated values
* orbital gap (spin up / spin down): 0.2934 / 0.3273 Eh
* spin multiplicity: 1
* HOMO level (spin up / spin down): -10.367 / -10.876 eV
* SMILES string: O=NN=O.O

=====

Most stable pick: Q. Distance to second place: 0.0985 hartree.

=====

P:
This record from the Open Molecules 2025 dataset describes C7H8ClNO4S as an isolated structure. The level of theory is wB97M-V/def2-TZVPD.

Last column: Löwdin charge in e.
Positions of all 22 atoms, in Å:
C  2.7279  -0.8556  0.0448  -0.05
C  2.3238  -0.0041  -1.0219  -0.05
C  1.8126  -0.9707  1.0780  -0.06
C  1.2579  0.8591  -0.8582  -0.08
C  0.5804  -0.3104  1.0723  -0.07
C  0.3584  0.6144  0.1006  -0.30
C  -3.1850  0.4252  -0.4225  -0.78
N  -2.0492  1.1260  -0.7255  -0.04
O  -0.5383  3.0191  0.2508  -0.24
O  -1.6276  1.3751  1.8528  -0.30
O  -2.9880  -0.4047  0.6553  0.01
O  -3.9546  0.0423  -1.3721  0.12
S  -1.0004  1.7095  0.5459  0.77
Cl  -4.4511  2.1496  0.4818  0.08
H  3.6889  -1.3202  0.0430  0.10
H  3.1956  0.1674  -1.7748  0.14
H  1.8712  -1.7502  1.8408  0.11
H  1.0828  1.8025  -1.3384  0.12
H  -0.0263  -0.4247  1.9343  0.10
H  -2.3505  1.9003  -1.3766  0.15
H  -2.4521  0.0840  1.3973  0.08
H  -4.7670  -0.3204  -0.9548  0.16

Calculated values
* orbital gap: 0.3497 Eh
* spin multiplicity: 1
* HOMO level: -9.392 eV

=====

Q:
This record from the Open Molecules 2025 dataset describes C7H8ClNO4S in the gas phase. The level of theory is wB97M-V/def2-TZVPD.

Last column: Löwdin charge in e.
Positions of all 22 atoms, in Å:
C  2.0113  0.0383  -0.7896  -0.07
C  1.6975  1.2129  -0.0064  -0.05
C  1.0616  -0.8340  -1.1316  -0.04
C  0.5100  1.3280  0.5982  -0.05
C  -0.3763  -0.6183  -0.7535  -0.31
C  -0.4182  0.1950  0.5307  -0.39
C  -1.1116  0.0961  -1.8993  -0.01
N  -1.7919  0.4795  0.9562  -0.43
O  -2.0843  1.6152  1.2221  0.11
O  -2.5279  -0.4751  1.0157  0.09
O  1.5983  -0.9092  2.0192  -0.31
O  -0.3331  -2.3487  1.5846  -0.30
S  0.1925  -1.0504  1.8355  0.42
Cl  -0.6662  -0.3409  3.5361  0.47
H  3.0325  -0.0977  -1.1071  0.11
H  2.4371  1.9932  0.0699  0.12
H  1.2713  -1.6786  -1.7680  0.12
H  0.2297  2.1761  1.2026  0.12
H  -0.8664  -1.5779  -0.5618  0.14
H  -0.6868  1.0836  -2.0645  0.09
H  -2.1709  0.1962  -1.6766  0.08
H  -1.0082  -0.4833  -2.8125  0.09

Calculated values
* orbital gap: 0.3219 Eh
* spin multiplicity: 1
* HOMO level: -9.421 eV
* SMILES string: C[C@H]1C=CC=C[C@]1([N+](=O)[O-])S(=O)(=O)Cl

=====

Most stable pick: P. Distance to second place: 0.0805 hartree.